Entry 1:
Formula: C6H11NO2
Source: the Open Molecules 2025 dataset
Level of theory: ωB97M-V/def2-TZVPD

Results
SMILES: CN[C@]1(C)C[C@@H]1C(=O)O
HOMO level in eV: -8.83
Relative energy (zero: lowest compared OMol25 entry of this formula, charge and spin) in kJ/mol: 232.8
Largest force on an atom in hartree/bohr: 0.0888
LUMO level in Eh: 0.031
DFT total energy in eV: -11983.8558
Kohn-Sham gap in eV: 9.674

Last column: Löwdin charge in e.
CARTESIAN COORDINATES (ANGSTROEM)
C (2.1032, 0.5977, -0.0981)  -0.1140
N (0.7675, 0.2163, -0.5084)  -0.0984
C (-0.7603, -1.4261, -1.1927)  -0.3707
O (-0.3874, -2.5529, -1.4319)  0.1064
C (-1.2495, -0.8704, 0.1002)  -0.1234
C (-0.3565, -1.0645, 1.3006)  -0.0123
C (-0.2446, 0.2036, 0.5223)  -0.5065
C (-0.7229, 1.5215, 1.0770)  -0.0195
H (2.3585, 0.0999, 0.8491)  0.0864
H (2.8224, 0.2585, -0.8552)  0.0794
H (2.2200, 1.6869, 0.0393)  0.0736
H (-2.3092, -0.6353, 0.1875)  0.1539
H (-0.8330, -1.0190, 2.2802)  0.1157
H (0.4510, -1.7915, 1.2060)  0.1216
H (0.0924, 2.0170, 1.6236)  0.0803
H (-1.0382, 2.1942, 0.2664)  0.0875
H (-1.5765, 1.3742, 1.7510)  0.0842
H (0.3744, 0.6306, -1.5443)  0.2101
O (-0.9786, -0.4763, -2.3881)  -0.0413
H (-0.7328, -0.9643, -3.1845)  0.0871

Force components x, y, z for each atom (eV/Å):
0.11 0.31 -0.23
-0.74 1.07 -2.61
-0.49 -1.27 -3.04
-0.41 1.95 0.44
0.35 1.14 -0.23
0.19 -0.41 -0.07
-0.55 0.35 -1.18
0.02 0.12 0.14
-0.13 0.10 -0.24
-0.11 0.16 0.19
0.12 -0.23 0.04
0.23 -0.30 -0.03
0.12 0.02 -0.30
-0.27 0.15 0.02
-0.27 -0.08 -0.02
0.07 -0.22 0.15
0.24 0.10 -0.05
1.54 -1.27 4.11
-0.11 -1.38 2.66
0.07 -0.33 0.24

***

Entry 2:
Formula: C6H11NO2
Source: the Open Molecules 2025 dataset
Level of theory: ωB97M-V/def2-TZVPD

Results
HOMO level in eV: -7.97
Relative energy (zero: lowest compared OMol25 entry of this formula, charge and spin) in kJ/mol: 384.2
Largest force on an atom in hartree/bohr: 0.0495
LUMO level in Eh: 0.029
DFT total energy in eV: -11982.2866
Kohn-Sham gap in eV: 8.762

Last column: Löwdin charge in e.
CARTESIAN COORDINATES (ANGSTROEM)
C (1.1101, 0.8136, -0.2019)  -0.4174
C (0.7637, -0.6607, -0.3342)  -0.0617
C (-2.0376, -2.6787, 0.9809)  -0.0426
C (2.0866, 1.3137, -1.2170)  -0.0806
C (-0.3464, -1.0730, 0.6039)  -0.4955
C (-0.6849, 2.4712, -0.0091)  0.0174
O (-0.9744, -2.1761, 0.1564)  -0.0433
N (-0.0589, 1.6212, -0.7381)  -0.0771
O (-0.6251, -0.5291, 1.6445)  0.1034
H (1.3016, 1.0801, 0.8388)  0.1363
H (0.4815, -0.9021, -1.3606)  0.1333
H (1.6500, -1.2582, -0.1040)  0.1386
H (-1.6715, -2.8899, 1.9868)  0.0936
H (-2.8461, -1.9492, 1.0462)  0.0950
H (-2.3822, -3.5892, 0.4973)  0.0907
H (0.7514, 1.8854, -1.7218)  0.1709
H (2.6317, 2.2059, -0.9287)  0.0376
H (2.7017, 0.5746, -1.7187)  0.0410
H (-0.5198, 2.5415, 1.0619)  0.0846
H (-1.3312, 3.1989, -0.4823)  0.0756

Force components x, y, z for each atom (eV/Å):
-0.65 0.10 -0.04
-0.01 0.21 0.03
0.11 0.11 0.08
-1.11 1.03 -0.55
0.01 -0.23 0.19
0.69 -0.30 -0.21
-0.05 0.08 -0.01
-1.12 0.14 1.56
-0.01 -0.03 -0.26
-0.08 -0.07 -0.03
0.00 0.05 0.02
-0.03 -0.03 0.06
-0.03 0.00 -0.08
0.06 -0.04 -0.02
0.03 0.06 0.02
2.27 -0.90 -0.72
0.17 -0.07 0.22
-0.11 0.02 -0.22
-0.01 -0.05 0.05
-0.15 -0.08 -0.08

***

Entry 3:
Formula: C6H11NO2
Source: the Open Molecules 2025 dataset
Level of theory: ωB97M-V/def2-TZVPD

Results
HOMO level in eV: -9.09
Relative energy (zero: lowest compared OMol25 entry of this formula, charge and spin) in kJ/mol: 562.3
Largest force on an atom in hartree/bohr: 0.1200
LUMO level in Eh: 0.030
DFT total energy in eV: -11980.4409
Kohn-Sham gap in eV: 9.917

Last column: Löwdin charge in e.
CARTESIAN COORDINATES (ANGSTROEM)
C (0.2189, -1.6236, 0.4092)  -0.1664
C (-0.1833, -0.2127, -0.0215)  -0.4601
C (-1.6252, 0.1373, 0.3538)  -0.1577
C (-0.5966, -0.0308, -1.4666)  -0.1358
C (0.8555, 0.8611, 0.1633)  -0.3235
C (1.1450, 1.5481, 1.4541)  -0.1138
H (1.8555, -2.8436, -0.1785)  0.1046
H (-0.5902, -2.2569, 0.3013)  0.0874
H (0.5080, -1.4970, 1.5403)  0.1571
H (-2.0329, -0.0979, 1.5022)  0.1716
H (-1.6374, 1.2579, 0.2800)  0.1127
H (-2.8918, -0.3074, -1.4327)  0.1725
H (-0.4344, 1.1585, -1.5147)  0.1536
H (-0.3372, -0.5188, -2.4593)  0.1397
H (1.7271, 0.5173, -0.4858)  0.1741
H (0.4855, 1.3991, 2.3408)  0.1180
H (2.2319, 1.8681, 1.7560)  0.1395
N (-1.8809, -0.5441, -0.9210)  -0.0738
O (1.3201, -2.0549, -0.4176)  -0.0729
O (0.6044, 2.1865, 0.3480)  -0.0268

Force components x, y, z for each atom (eV/Å):
2.98 1.77 1.93
2.15 0.64 0.65
0.54 0.63 2.29
-1.59 0.92 -1.10
3.18 -3.12 1.38
2.15 -0.48 1.66
-1.19 0.85 0.44
-1.67 -1.35 -0.11
-0.32 -0.62 -1.87
0.68 -0.24 -3.36
-0.53 -0.74 -0.01
3.39 -0.50 1.50
-1.22 -2.19 -0.86
0.41 0.32 1.70
-0.73 1.17 0.76
0.32 0.17 -0.85
-2.10 -0.66 -0.76
-5.56 1.34 -2.31
0.34 0.07 -0.08
-1.22 2.02 -1.00